[1]
{"formula": "C31H58BBr3ClF3KMgN6O16S3", "method": "wB97M-V/def2-TZVPD", "e_homo_ev": -7.721, "multiplicity": 2, "s2": 0.754, "orbital_gap_ev": 2.276, "e_lumo_ev": -5.44, "fmax_ev_per_a": 2.0, "symbols": ["C", "C", "O", "B", "O", "C", "C", "C", "N", "N", "N", "C", "C", "C", "C", "N", "O", "C", "C", "C", "C", "H", "H", "H", "H", "H", "H", "H", "H", "H", "H", "H", "H", "H", "H", "H", "H", "H", "H", "H", "H", "H", "H", "H", "H", "H", "H", "H", "H", "H", "H", "C", "C", "N", "C", "C", "C", "C", "H", "H", "H", "H", "H", "H", "H", "H", "H", "H", "H", "H", "H", "H", "H", "N", "S", "O", "O", "F", "S", "O", "O", "F", "K", "Mg", "C", "C", "O", "S", "O", "O", "O", "H", "H", "H", "H", "C", "C", "C", "O", "C", "C", "C", "O", "H", "H", "H", "H", "C", "Br", "Br", "Br", "H", "Cl", "C", "C", "O", "C", "O", "O", "H", "H", "H", "H", "F"], "coordinates": [[-3.452, 3.152, -1.263], [-3.411, 3.945, -2.598], [-2.361, 3.594, -3.428], [-1.112, 3.754, -2.905], [-0.972, 4.847, -2.037], [0.046, 2.756, -3.212], [0.203, 1.974, -1.881], [0.714, 0.567, -1.932], [1.899, 0.405, -2.764], [1.099, 0.253, -0.547], [-0.342, -0.384, -2.236], [1.320, 3.580, -3.417], [1.581, 4.111, -4.805], [3.080, 4.318, -4.882], [0.982, 5.485, -5.051], [1.250, 3.161, -5.868], [1.560, 3.545, -7.026], [-0.068, 2.542, -5.788], [-1.185, 3.432, -6.272], [-0.046, 1.372, -6.756], [-0.332, 1.922, -4.429], [-2.941, 2.225, -1.314], [-4.493, 2.971, -1.020], [-3.052, 3.722, -0.425], [-3.456, 5.034, -2.435], [-4.307, 3.707, -3.120], [-1.114, 5.618, -2.603], [-0.717, 1.987, -1.338], [0.887, 2.559, -1.284], [1.957, 1.081, -3.502], [1.914, -0.495, -3.198], [1.797, 0.938, -0.312], [1.621, -0.607, -0.589], [0.035, -1.205, -2.671], [-1.061, 0.028, -2.791], [1.357, 4.400, -2.751], [2.166, 2.993, -3.152], [3.592, 3.388, -4.788], [3.358, 4.944, -4.069], [3.354, 4.799, -5.790], [0.593, 5.573, -6.037], [0.216, 5.734, -4.342], [1.732, 6.228, -4.957], [-2.046, 2.825, -6.429], [-1.377, 4.272, -5.646], [-0.893, 3.814, -7.222], [0.876, 0.852, -6.659], [-0.124, 1.735, -7.751], [-0.844, 0.697, -6.538], [-1.369, 1.678, -4.444], [0.174, 0.991, -4.454], [-1.056, -3.069, -0.245], [-0.611, -3.655, 1.016], [-0.373, -5.058, 0.990], [-0.217, -5.603, 2.321], [1.018, -5.160, 3.116], [0.507, -5.584, -0.043], [1.932, -5.008, -0.085], [-2.058, -3.635, -0.532], [-1.286, -2.003, -0.143], [-0.340, -3.165, -1.057], [-1.362, -3.454, 1.792], [0.310, -3.125, 1.332], [-0.244, -6.692, 2.269], [-1.099, -5.311, 2.876], [1.922, -5.666, 2.783], [0.851, -5.424, 4.156], [1.173, -4.083, 3.066], [0.031, -5.412, -0.997], [0.554, -6.667, 0.047], [1.947, -3.926, 0.043], [2.358, -5.234, -1.060], [2.576, -5.452, 0.667], [-4.139, -3.852, 5.227], [-3.770, -4.303, 6.715], [-3.605, -3.243, 7.640], [-2.891, -5.419, 6.801], [-5.183, -4.913, 7.097], [-2.991, -3.125, 4.465], [-3.449, -2.479, 3.275], [-1.746, -3.827, 4.371], [-2.636, -1.899, 5.392], [-4.263, 5.838, -0.700], [-1.263, 7.474, -1.456], [1.847, 5.350, 2.441], [2.795, 6.480, 2.681], [1.938, 7.623, 2.844], [0.596, 7.178, 3.560], [0.685, 7.481, 4.942], [-0.503, 7.652, 2.791], [0.720, 5.626, 3.358], [1.502, 5.350, 1.409], [2.280, 4.385, 2.674], [3.466, 6.628, 1.843], [3.372, 6.355, 3.601], [0.413, -7.897, -2.779], [0.336, -9.201, -2.533], [1.449, -10.117, -2.903], [1.382, -11.302, -2.683], [2.645, -9.518, -3.551], [2.719, -8.212, -3.793], [1.608, -7.301, -3.424], [1.671, -6.109, -3.634], [-0.392, -7.219, -2.522], [-0.525, -9.655, -2.060], [3.443, -10.202, -3.811], [3.580, -7.755, -4.263], [0.201, 3.763, 6.268], [-0.697, 2.551, 5.078], [-0.562, 3.721, 8.033], [2.097, 3.455, 6.315], [0.058, 4.760, 5.884], [-2.441, -5.324, -0.920], [-1.464, 0.253, 9.850], [0.043, 0.413, 9.801], [0.472, -0.879, 9.346], [-0.571, -1.457, 8.674], [-0.508, -2.443, 8.042], [-1.701, -0.730, 8.844], [-1.999, 1.170, 9.621], [-1.813, -0.135, 10.809], [0.356, 1.167, 9.077], [0.479, 0.646, 10.768], [2.137, 4.771, -0.090]], "mulliken_charge": [-1.404, -0.524, -0.477, 1.779, -1.011, 3.745, -3.464, 1.431, -0.527, -0.512, -0.326, -3.201, 2.078, -2.065, -1.490, 0.769, -0.691, 1.809, -2.208, -1.994, -3.435, 0.197, 0.456, 0.512, 0.276, 0.459, -0.002, 0.144, 0.705, 0.104, 0.304, 0.364, 0.275, 0.328, 0.077, 0.667, 0.635, 0.521, 0.526, 0.449, 0.346, 0.152, 0.426, 0.458, 0.359, 0.585, 0.496, 0.446, 0.378, 0.483, 1.006, -1.254, 0.241, 0.524, -0.588, -1.133, -0.494, -1.057, 0.179, 0.414, 0.398, 0.044, 0.321, 0.414, 0.442, 0.369, 0.437, 0.296, 0.192, 0.448, 0.238, 0.382, 0.306, -0.476, 1.121, -0.496, -0.600, -0.273, 1.155, -0.740, -0.479, -0.206, 0.793, -0.210, -0.152, -0.373, -0.336, 1.100, -0.590, -0.578, -0.148, 0.214, 0.310, 0.321, 0.263, -0.309, -0.309, 0.337, -0.527, -0.355, -0.446, 0.436, -0.560, 0.461, 0.441, 0.417, 0.427, 0.025, 0.020, -0.068, -0.035, 0.002, -0.207, -0.284, -0.072, -0.373, 0.612, -0.444, -0.266, 0.247, 0.256, 0.036, 0.275, -0.892]}

[2]
{"formula": "C15H22BN6S3V", "method": "wB97M-V/def2-TZVPD", "e_homo_ev": -22.201, "multiplicity": 1, "charge": 4, "orbital_gap_ev": 6.092, "e_above_lowest_kcal_mol": 3.6, "e_lumo_ev": -16.11, "fmax_ev_per_a": 1.2, "symbols": ["V", "C", "C", "S", "C", "C", "S", "C", "C", "S", "H", "H", "H", "H", "H", "H", "H", "H", "H", "H", "H", "H", "C", "C", "N", "N", "C", "B", "N", "C", "C", "C", "N", "N", "C", "C", "C", "N", "H", "H", "H", "H", "H", "H", "H", "H", "H", "H"], "coordinates": [[0.000, 0.001, -0.141], [-0.105, 2.334, 2.371], [1.081, 1.533, 2.887], [1.748, 0.498, 1.552], [2.073, -1.080, 2.371], [0.786, -1.703, 2.888], [-0.444, -1.763, 1.552], [-1.974, -1.256, 2.371], [-1.870, 0.170, 2.888], [-1.307, 1.263, 1.553], [-0.630, 2.848, 3.180], [0.189, 3.081, 1.635], [1.899, 2.204, 3.162], [0.846, 0.908, 3.745], [2.571, -1.709, 1.633], [2.784, -0.883, 3.178], [0.956, -2.747, 3.164], [0.363, -1.186, 3.746], [-2.768, -1.374, 1.635], [-2.157, -1.969, 3.180], [-2.860, 0.544, 3.164], [-1.211, 0.278, 3.746], [-1.312, 3.400, -2.216], [-1.150, 2.808, -1.006], [-0.604, 1.532, -1.182], [-0.470, 1.363, -2.553], [-0.883, 2.452, -3.175], [-0.002, 0.001, -3.157], [-0.948, -1.086, -2.552], [-1.684, -1.990, -3.173], [-2.285, -2.839, -2.214], [-1.855, -2.399, -1.005], [-1.025, -1.287, -1.181], [1.413, -0.275, -2.554], [2.563, -0.462, -3.176], [3.599, -0.562, -2.218], [3.006, -0.404, -1.008], [1.628, -0.240, -1.183], [-1.703, 4.387, -2.415], [-1.402, 3.244, -0.054], [-0.879, 2.519, -4.256], [-0.003, 0.001, -4.337], [-1.746, -2.020, -4.254], [-2.941, -3.674, -2.412], [-2.104, -2.837, -0.052], [2.618, -0.502, -4.257], [4.649, -0.718, -2.417], [3.511, -0.403, -0.056]], "nbo_charge": [1.119, -0.544, -0.544, 0.530, -0.543, -0.545, 0.530, -0.543, -0.545, 0.531, 0.320, 0.279, 0.322, 0.257, 0.279, 0.320, 0.322, 0.257, 0.279, 0.320, 0.322, 0.257, -0.232, 0.020, -0.381, -0.313, 0.191, 0.501, -0.313, 0.191, -0.232, 0.020, -0.381, -0.313, 0.191, -0.233, 0.020, -0.381, 0.314, 0.259, 0.295, 0.062, 0.295, 0.314, 0.259, 0.295, 0.314, 0.259]}

[3]
{"formula": "C3H10NO2", "method": "wB97M-V/def2-TZVPD", "e_homo_ev": -15.118, "multiplicity": 1, "charge": 1, "orbital_gap_ev": 11.706, "e_above_lowest_kcal_mol": 11.3, "e_lumo_ev": -3.41, "fmax_ev_per_a": 1.9, "symbols": ["O", "O", "C", "C", "H", "H", "H", "H", "C", "N", "H", "H", "H", "H", "H", "H"], "coordinates": [[-0.237, 0.822, -0.087], [0.693, 2.893, -0.034], [-0.328, 2.025, -0.130], [1.975, 2.277, 0.134], [-1.272, 2.590, -0.257], [2.719, 3.088, 0.200], [2.234, 1.629, -0.720], [2.025, 1.677, 1.059], [-0.422, -2.595, 0.131], [-1.539, -1.647, -0.175], [0.000, -2.381, 1.127], [0.380, -2.497, -0.620], [-0.789, -3.635, 0.120], [-2.298, -1.736, 0.531], [-1.199, -0.664, -0.166], [-1.941, -1.845, -1.113]], "nbo_charge": [-0.681, -0.458, 0.690, -0.285, 0.151, 0.224, 0.199, 0.199, -0.432, -0.694, 0.244, 0.244, 0.239, 0.440, 0.481, 0.440]}